Entry 1:
The following is a quantum chemistry calculation of a molecular structure, C39H37BMgN13O2S2, from the OMol25 dataset.

Last column: Mulliken charge in e.
Positions of all 95 atoms, in Å:
Mg 0.346 0.147 0.249  1.64
C -0.589 1.805 3.900  -1.36
C 0.758 1.564 3.309  0.81
C 1.996 1.502 3.975  -1.73
C 2.934 1.395 2.976  -0.18
N 2.283 1.414 1.795  1.42
N 0.942 1.489 1.995  -0.70
B 2.917 1.514 0.392  0.41
N 1.945 2.282 -0.543  1.04
C 2.248 3.327 -1.339  -0.12
C 1.076 3.822 -1.859  -1.84
C 0.062 3.007 -1.322  0.61
C -1.411 3.136 -1.503  -1.18
N 0.601 2.078 -0.542  -0.15
N 3.120 0.066 -0.101  0.70
C 4.120 -0.559 -0.744  -0.01
C 3.809 -1.901 -0.816  -1.73
C 2.560 -2.029 -0.190  0.67
C 1.760 -3.261 0.049  -1.29
N 2.148 -0.832 0.227  -0.25
N 4.207 2.322 0.502  1.07
C 4.291 3.521 1.129  -0.48
C 5.595 3.939 1.059  -1.35
C 6.262 2.913 0.356  0.65
C 7.712 2.833 0.003  -1.31
N 5.416 1.951 0.027  -1.39
H -0.572 2.720 4.494  0.49
H -0.889 0.988 4.555  0.20
H -1.326 1.918 3.106  0.15
H 2.177 1.524 5.036  0.48
H 4.008 1.319 3.028  0.66
H 3.266 3.654 -1.479  0.52
H 0.959 4.659 -2.526  0.48
H -1.707 4.182 -1.432  0.48
H -1.934 2.568 -0.737  -0.01
H -1.723 2.761 -2.478  0.25
H 4.995 -0.016 -1.054  0.61
H 4.406 -2.684 -1.252  0.52
H 2.411 -4.082 0.347  0.53
H 1.230 -3.565 -0.852  0.19
H 1.014 -3.091 0.826  0.01
H 3.421 3.982 1.570  0.59
H 6.017 4.847 1.456  0.40
H 8.221 3.753 0.283  0.36
H 7.842 2.671 -1.067  0.31
H 8.186 2.000 0.524  0.27
N -7.326 -2.647 -3.161  -0.54
C -6.059 -2.665 -2.623  1.09
C -4.948 -2.928 -3.435  -0.78
C -3.686 -3.003 -2.884  -0.53
C -3.528 -2.817 -1.518  -0.16
C -4.613 -2.556 -0.695  -0.56
C -5.873 -2.475 -1.247  -0.78
S -1.904 -2.869 -0.840  1.73
O -1.072 -3.746 -1.609  -0.74
O -2.013 -3.111 0.563  -0.75
N -1.287 -1.235 -1.070  1.01
C -0.444 -1.072 -2.203  -1.34
N 0.573 -0.243 -1.971  0.35
C 1.429 -0.051 -2.973  -0.05
C 1.275 -0.697 -4.184  -1.30
C 0.171 -1.516 -4.326  -0.78
N -0.706 -1.695 -3.338  0.03
H -7.407 -2.563 -4.159  0.20
H -8.057 -2.215 -2.627  0.20
H -5.090 -3.075 -4.499  0.31
H -2.810 -3.194 -3.488  0.43
H -4.457 -2.420 0.369  0.48
H -6.731 -2.269 -0.618  0.31
H 2.241 0.639 -2.781  0.40
H 1.979 -0.551 -4.991  0.48
H -0.045 -2.044 -5.246  0.53
S -3.139 -0.730 2.969  -0.54
C -1.718 -1.413 3.717  0.91
C -1.602 -2.003 4.963  -0.45
C -0.355 -2.464 5.363  -0.78
C 0.750 -2.318 4.527  -1.30
C 0.636 -1.726 3.282  0.05
C -0.613 -1.268 2.853  -1.18
N -0.885 -0.656 1.659  0.78
C -2.182 -0.343 1.542  0.62
C -2.808 0.125 0.360  -0.12
C -3.990 0.915 0.423  -0.27
C -4.632 1.341 -0.711  -1.26
C -4.140 1.001 -1.980  -1.33
C -3.012 0.202 -2.077  -0.17
C -2.341 -0.241 -0.946  0.81
H -2.466 -2.107 5.607  0.43
H -0.245 -2.942 6.327  0.40
H 1.717 -2.674 4.858  0.45
H 1.499 -1.603 2.640  0.50
H -4.359 1.198 1.402  0.47
H -5.524 1.950 -0.628  0.39
H -4.640 1.341 -2.877  0.45
H -2.670 -0.122 -3.053  0.41

Atomic forces in eV per Å
Mg -0.7227 0.2579 0.4372
C 0.0279 -0.1100 -0.0716
C 0.2014 0.1587 -0.0388
C 0.0291 -0.0590 0.0248
C -0.1034 -0.0132 0.0606
N 0.2118 0.2974 0.1056
N 0.2912 0.0790 0.4407
B 0.1603 0.0367 0.1753
N 0.0904 0.2162 -0.0573
C -0.1553 0.0546 -0.1252
C 0.0266 -0.0493 -0.0330
C 0.1763 0.0563 0.0738
C 0.0940 -0.1209 -0.0079
N 0.0622 0.5388 -0.4461
N 0.3019 -0.1737 -0.2119
C -0.1002 -0.1739 0.0513
C -0.0625 -0.0076 -0.0815
C 0.1982 0.1612 0.0504
C -0.1476 0.0851 -0.0684
N 0.6606 -0.2710 0.1381
N -0.0768 0.0502 0.1719
C 0.0384 -0.0231 -0.0593
C 0.0106 0.0417 -0.0002
C -0.1332 0.0871 0.0302
C -0.0738 -0.1046 -0.0056
N 0.1344 -0.1158 -0.1486
H -0.0207 0.0164 -0.0185
H -0.0302 -0.0278 0.0045
H -0.0560 -0.0359 0.0423
H -0.0276 0.0244 -0.0040
H -0.0086 0.0614 -0.0552
H 0.0042 -0.0250 0.0930
H -0.0128 0.0160 0.0256
H -0.0138 0.0004 0.0036
H -0.0928 0.0065 -0.0131
H -0.0505 0.0044 -0.0043
H 0.0001 0.0481 0.0318
H 0.0014 -0.0134 0.0400
H -0.0157 -0.0017 0.0485
H -0.0379 -0.0686 -0.0638
H -0.0031 -0.0619 0.0073
H 0.0064 -0.0275 0.0181
H -0.0141 -0.0041 -0.0004
H 0.0338 -0.0054 -0.0151
H 0.0241 0.0204 0.0037
H 0.0446 0.0296 -0.0055
N 0.0208 -0.0635 -0.0116
C 0.0924 0.0057 0.0707
C -0.0446 -0.0173 -0.0066
C -0.0245 -0.0044 0.0209
C 0.4429 -0.0190 0.0275
C -0.0095 0.0589 0.0670
C -0.0368 -0.0260 -0.0465
S -0.3189 -0.5563 -0.0064
O 0.1691 0.1612 -0.1207
O -0.0252 0.4337 0.1165
N -0.4891 -0.5778 -0.2753
C 0.0162 -0.0022 -0.2196
N -0.2576 -0.5673 -0.4159
C -0.1125 0.1905 0.2179
C 0.1265 0.0313 -0.2156
C -0.1626 -0.0017 0.3173
N 0.0325 0.1538 -0.1842
H -0.0447 0.0555 -0.0032
H -0.0194 0.0377 -0.0243
H 0.0119 -0.0217 0.0075
H -0.0442 -0.0015 -0.0605
H -0.0208 0.0261 -0.0170
H 0.0111 -0.0133 0.0175
H 0.0441 0.0015 0.0058
H 0.0104 -0.0043 0.0209
H 0.0685 0.0296 -0.0652
S -0.0015 0.0213 0.0788
C 0.0722 0.0338 -0.1442
C 0.0329 0.0384 -0.0335
C -0.0198 -0.0289 0.0825
C 0.0168 -0.0139 0.0282
C -0.0234 0.0782 -0.1055
C -0.1178 -0.2290 0.3019
N -0.1497 -0.2793 -0.0229
C -0.4310 0.0827 -0.0859
C 0.3981 -0.3046 0.1670
C -0.1833 0.0057 -0.1118
C 0.0253 -0.0411 0.2056
C 0.1054 -0.0440 -0.2562
C -0.0692 -0.0007 0.0536
C 0.0352 0.4606 0.0592
H 0.0056 -0.0033 0.0064
H 0.0049 0.0136 -0.0048
H -0.0040 0.0038 -0.0094
H 0.0224 0.0190 0.0292
H -0.0372 0.0185 -0.0282
H 0.0109 0.0124 0.0342
H -0.0028 -0.0042 0.0125
H 0.0036 -0.0031 -0.0162

- 2S+1: 2
- M: 819.1 g/mol
- Kohn-Sham gap (alpha / beta): 4.72 / 7.69 eV
- ΔE to the lowest compared entry with this formula, charge and spin: 0.00 kcal per mole
- Net charge: 0

Entry 2:
The following is a quantum chemistry calculation of a molecular structure, C39H37O2P2PtSSi, from the OMol25 dataset.

Last column: Mulliken charge in e.
Positions of all 83 atoms, in Å:
Pt 0.580 0.706 0.236  1.58
O 0.830 -1.396 3.099  -0.75
S 1.112 -1.175 1.687  1.25
C 2.809 -1.519 1.344  0.30
C 3.476 -2.372 2.211  -0.40
C 4.823 -2.626 1.989  -0.82
C 5.482 -2.026 0.923  -0.87
C 4.809 -1.147 0.083  -0.48
C 3.458 -0.882 0.284  -0.62
P 2.645 0.349 -0.759  0.86
C 3.641 1.816 -0.835  0.90
C 3.690 2.624 0.306  -0.57
C 4.470 3.766 0.302  -0.75
C 5.204 4.097 -0.833  -0.62
C 5.170 3.286 -1.961  -0.73
C 4.391 2.139 -1.969  -0.25
C 2.285 -0.378 -2.341  1.00
C 1.866 0.437 -3.402  -0.62
C 1.528 -0.137 -4.613  -0.71
C 1.577 -1.521 -4.767  -0.83
C 1.968 -2.336 -3.710  -0.89
C 2.321 -1.771 -2.497  -0.78
C 0.185 -2.323 0.672  0.82
C 0.717 -3.580 0.443  -0.72
C 0.027 -4.511 -0.328  -0.88
C -1.190 -4.171 -0.898  -0.87
C -1.732 -2.915 -0.674  -0.89
C -1.073 -1.967 0.121  0.67
P -2.061 -0.472 0.310  -0.19
C -1.505 0.680 1.556  0.43
C -1.260 2.041 1.226  -0.39
C -0.826 2.915 2.226  -0.18
C -0.720 2.474 3.536  -0.94
C -1.061 1.161 3.877  -0.52
C -1.444 0.264 2.906  -0.61
C -2.513 0.207 -1.253  0.53
C -3.848 0.406 -1.496  -0.10
C -4.301 0.820 -2.767  -1.18
C -3.383 0.965 -3.827  -0.58
C -2.050 0.791 -3.632  -1.25
C -1.450 0.485 -2.297  0.95
H 2.955 -2.810 3.055  0.61
H 5.362 -3.284 2.657  0.47
H 6.533 -2.225 0.757  0.50
H 5.350 -0.654 -0.717  0.56
H 3.130 2.363 1.198  0.41
H 4.515 4.395 1.180  0.48
H 5.818 4.989 -0.833  0.46
H 5.761 3.541 -2.831  0.48
H 4.380 1.502 -2.843  0.51
H 1.821 1.512 -3.280  0.38
H 1.240 0.490 -5.448  0.58
H 1.322 -1.965 -5.721  0.46
H 2.018 -3.409 -3.843  0.53
H 2.656 -2.405 -1.685  0.41
H 1.679 -3.847 0.865  0.50
H 0.445 -5.498 -0.478  0.49
H -1.731 -4.889 -1.502  0.50
H -2.697 -2.674 -1.108  0.54
H -1.523 2.420 0.248  0.24
H -0.630 3.950 1.975  0.57
H -0.414 3.163 4.313  0.49
H -1.025 0.846 4.911  0.47
H -1.699 -0.752 3.176  0.52
H -4.585 0.224 -0.721  0.53
H -5.359 0.982 -2.926  0.48
H -3.754 1.210 -4.815  0.50
H -1.357 0.881 -4.458  0.77
H -0.807 -0.400 -2.410  0.14
C -0.402 3.495 -4.074  -1.17
Si -0.642 3.229 -2.257  1.31
C 0.796 3.929 -1.313  -0.70
C -2.259 3.899 -1.651  -1.35
O -0.560 1.533 -1.843  -1.08
H -0.095 4.538 -4.214  0.49
H -1.314 3.358 -4.656  0.38
H 0.383 2.871 -4.507  0.25
H 0.681 5.016 -1.255  0.62
H 1.759 3.729 -1.790  0.10
H 0.858 3.568 -0.282  0.04
H -2.455 4.849 -2.159  0.52
H -2.269 4.122 -0.580  0.39
H -3.111 3.251 -1.870  0.32

Atomic forces in eV per Å
Pt 0.3191 -0.1470 -0.2677
O 0.0348 -0.0605 -0.0078
S -0.1565 0.2523 -0.0533
C 0.0201 -0.0937 0.0118
C 0.0061 0.0078 0.0016
C 0.0229 -0.0084 0.0012
C -0.0001 -0.0074 0.0111
C 0.0618 -0.0047 -0.0042
C 0.0840 0.0774 0.0030
P -0.1209 0.1462 0.2585
C 0.1768 -0.1028 -0.1495
C 0.0300 0.0602 0.0135
C -0.0013 -0.0109 0.0030
C 0.0137 0.0118 -0.0082
C 0.0119 0.0006 0.0005
C -0.0270 0.0315 0.0076
C -0.0854 -0.0767 0.0166
C 0.0251 0.0507 -0.0534
C 0.0143 0.0216 -0.0064
C -0.0016 -0.0167 -0.0034
C -0.0154 0.0098 -0.0070
C 0.0163 -0.0241 -0.0177
C -0.0385 -0.0699 -0.0045
C -0.0029 -0.0310 -0.0054
C -0.0310 0.0040 -0.0064
C 0.0262 -0.0168 0.0053
C -0.0238 -0.0102 -0.0120
C 0.0211 -0.0652 -0.0404
P 0.0314 -0.0312 0.0874
C -0.1856 0.0039 0.2464
C -0.0143 0.0242 0.0852
C 0.0037 -0.0168 -0.0652
C -0.0026 -0.0177 0.0594
C 0.0208 0.0511 0.0320
C -0.0361 -0.0287 -0.0848
C 0.0523 0.0327 -0.0538
C -0.0404 0.0144 -0.0634
C -0.0276 -0.0239 0.0307
C 0.0065 -0.0114 -0.0185
C -0.0267 0.0190 -0.0157
C -0.0762 -0.0005 0.0404
H 0.0108 0.0154 -0.0114
H -0.0154 -0.0001 -0.0072
H -0.0180 0.0091 0.0050
H -0.0347 -0.0021 0.0234
H -0.0263 -0.0319 0.0210
H 0.0044 -0.0037 -0.0059
H -0.0118 -0.0114 -0.0005
H -0.0101 -0.0011 0.0058
H -0.0175 -0.0069 -0.0072
H 0.0369 -0.0344 0.0095
H 0.0122 -0.0145 0.0118
H -0.0016 0.0061 0.0104
H 0.0082 0.0098 -0.0007
H -0.0074 0.0155 -0.0137
H -0.0310 0.0143 -0.0082
H 0.0001 0.0136 -0.0009
H 0.0127 0.0196 0.0145
H 0.0150 0.0031 0.0118
H 0.0287 -0.0660 0.0026
H -0.0011 -0.0141 0.0210
H -0.0029 -0.0061 -0.0213
H -0.0004 -0.0035 -0.0153
H -0.0040 0.0005 0.0152
H 0.0335 0.0003 -0.0044
H 0.0246 0.0015 -0.0114
H 0.0091 -0.0063 0.0262
H -0.0031 0.0216 0.0270
H 0.0169 -0.0023 0.0180
C -0.0647 0.0617 -0.0976
Si 0.0678 -0.2643 -0.0124
C 0.0505 0.0453 0.0520
C -0.1932 0.1719 0.0206
O 0.0009 0.1661 -0.0005
H -0.0006 -0.0471 0.0051
H 0.0197 -0.0057 0.0155
H -0.0043 0.0177 0.0198
H 0.0227 -0.0382 -0.0401
H -0.0643 0.0043 0.0023
H -0.0100 0.0199 0.0274
H 0.0167 -0.0324 0.0272
H -0.0111 0.0216 -0.0866
H 0.0569 0.0104 -0.0139

- 2S+1: 5
- M: 854.9 g/mol
- Kohn-Sham gap (alpha / beta): 7.13 / 4.99 eV
- ΔE to the lowest compared entry with this formula, charge and spin: 17.38 kcal per mole
- Net charge: +3